(1)
{"formula": "C23H51N16O13", "method": "wB97M-V/def2-TZVPD", "max_force_ev_per_a": 2.961, "charge": -1, "lumo_energy_ev": 1.65, "gap_ev": 6.7, "elements": ["C", "C", "C", "O", "H", "H", "H", "H", "H", "H", "H", "C", "C", "C", "C", "C", "C", "O", "O", "H", "H", "H", "H", "H", "H", "C", "C", "C", "C", "C", "C", "O", "O", "H", "H", "H", "H", "H", "H", "C", "O", "N", "N", "H", "H", "H", "H", "C", "O", "N", "N", "H", "H", "H", "H", "C", "O", "N", "N", "H", "H", "H", "H", "C", "O", "N", "N", "H", "H", "H", "H", "C", "O", "N", "N", "H", "H", "H", "H", "C", "O", "N", "N", "H", "H", "H", "H", "C", "O", "N", "N", "H", "H", "H", "H", "C", "O", "N", "N", "H", "H", "H", "H"], "xyz": [[0.493735, 0.182698, 0.177471], [-0.817248, -0.013764, -0.531336], [-1.301616, -1.443777, -0.362383], [-1.703773, 0.983794, -0.189082], [1.307912, -0.318602, -0.365309], [0.472298, -0.185925, 1.211229], [0.936557, 1.182919, 0.187008], [-0.524362, 0.191017, -1.584669], [-2.173582, -1.831967, -0.897330], [-1.500251, -1.685459, 0.690030], [-0.608748, -2.247360, -0.667597], [3.503339, 3.957740, 0.790273], [3.209103, 3.205422, 1.947638], [3.393827, 1.823283, 1.896529], [3.796470, 1.227312, 0.706888], [4.002540, 1.970776, -0.447323], [3.897513, 3.353058, -0.346263], [4.362021, 4.086929, -1.434372], [3.014823, 1.137112, 3.015581], [3.284526, 5.018584, 0.813482], [2.920615, 3.651305, 2.887669], [3.670739, 0.151187, 0.642910], [4.325248, 1.477876, -1.351547], [3.888971, 4.879100, -1.697401], [3.245407, 0.206603, 3.037532], [-1.068867, 6.776494, 0.867239], [-1.796627, 5.929562, 0.057612], [-1.672643, 4.574476, 0.254321], [-0.725664, 4.072390, 1.150236], [-0.014700, 4.911160, 2.015037], [-0.196611, 6.297066, 1.838481], [0.521359, 7.220517, 2.558128], [-2.411565, 3.696348, -0.462363], [-1.212405, 7.844545, 0.756956], [-2.483303, 6.317311, -0.682689], [-0.709083, 2.988587, 1.209168], [0.770216, 4.660849, 2.719557], [1.111919, 6.692209, 3.109097], [-2.192637, 2.766640, -0.245993], [-2.719207, -5.568758, 1.539924], [-3.545199, -6.477530, 1.487866], [-3.090370, -4.273735, 1.762769], [-1.428587, -5.711096, 1.140456], [-3.996540, -4.000699, 2.095819], [-2.400456, -3.576407, 1.973187], [-0.822603, -4.919778, 1.049460], [-1.166760, -6.636645, 0.860212], [-0.879612, -0.869999, -4.310711], [-2.005436, -0.422636, -4.490445], [0.285832, -0.225112, -4.595889], [-0.705184, -2.150024, -3.881349], [0.181775, 0.662334, -5.056288], [1.100104, -0.805881, -4.554101], [0.150557, -2.628468, -3.689058], [-1.599354, -2.601763, -3.820210], [0.265802, 3.257596, -3.353293], [-0.773756, 2.649666, -3.578140], [0.812948, 3.401917, -2.137409], [1.021253, 3.823470, -4.376850], [0.384147, 3.106908, -1.275306], [1.748428, 3.766927, -2.115903], [0.727862, 3.686334, -5.323233], [1.475212, 4.665250, -4.067032], [-2.904971, -0.016067, 3.129249], [-3.255383, -0.401948, 4.255199], [-3.733253, -0.157796, 2.045287], [-1.772036, 0.654130, 2.838510], [-3.326718, 0.101516, 1.144174], [-4.574562, -0.689792, 2.145232], [-1.255216, 0.674902, 3.709698], [-1.528015, 0.849230, 1.877217], [2.403622, -3.616375, 0.855083], [1.963547, -4.224129, -0.108287], [2.890841, -4.276858, 1.971865], [2.446454, -2.262816, 1.015328], [3.398039, -3.786425, 2.679100], [2.815274, -5.276837, 1.984802], [2.856084, -1.791384, 1.791381], [1.830414, -1.753598, 0.397444], [3.054761, -1.582404, -2.630472], [4.168258, -2.119464, -2.686896], [1.932963, -2.157774, -2.170476], [2.919147, -0.278482, -3.037809], [2.135371, -3.095817, -1.833942], [0.969107, -1.899719, -2.303978], [2.099041, 0.219734, -2.730527], [3.729331, 0.111200, -3.479859], [-4.572081, -2.420101, -2.321697], [-4.736337, -1.247844, -2.609820], [-3.955796, -3.318115, -3.155253], [-5.061855, -3.028905, -1.197415], [-3.558170, -2.873303, -3.967390], [-3.796442, -4.270516, -2.896446], [-5.316143, -2.352958, -0.496964], [-5.180312, -4.015132, -1.094268], [0.344889, -3.470716, 3.921906], [0.348874, -4.687474, 3.761789], [0.405378, -2.878021, 5.159913], [-0.121129, -2.564317, 3.003220], [0.348708, -1.889357, 5.278396], [0.260978, -3.569150, 5.877952], [-0.387912, -2.887704, 2.092490], [-0.321069, -1.609270, 3.227402]], "forces_ev_per_angstrom": [[1.7, -0.4, 0.5], [-0.2, 1.9, -1.3], [-0.1, -1.7, 0.2], [-0.5, -0.5, 1.5], [-0.1, -0.4, 0.1], [0.1, 0.1, 0.1], [-0.9, 0.4, 0.1], [-0.3, -0.6, -0.4], [-0.4, 1.1, -0.1], [-0.1, 0.4, 0.2], [0.7, 0.5, 0.1], [-1.4, 0.4, 2.4], [0.8, -0.4, -0.9], [-0.4, 0.8, -0.2], [-1.0, -0.5, -0.1], [0.5, 0.0, 0.9], [0.9, -0.1, -2.0], [0.2, -0.6, -0.5], [-0.1, 0.1, 0.6], [0.3, 0.1, 0.0], [-0.2, 0.1, -0.1], [0.6, -0.1, -0.1], [-0.1, 0.1, -0.1], [-0.4, 0.0, 0.6], [0.2, 0.0, -0.5], [0.1, 0.4, 0.3], [-0.2, 0.3, 0.2], [0.3, -1.6, -0.3], [-0.1, -0.1, 1.0], [-0.3, 1.5, -1.2], [-0.3, -0.6, -0.6], [0.3, -0.2, 0.4], [-0.2, 0.9, 0.0], [0.2, 0.0, 0.1], [0.0, 0.0, 0.0], [0.4, 0.0, 0.2], [-0.2, -0.8, 0.0], [0.0, 0.4, 0.1], [0.3, -0.6, -0.3], [-1.2, 0.0, -1.3], [0.5, 0.0, 0.5], [0.3, 1.0, 0.4], [-0.3, -0.2, 0.3], [-0.2, -0.7, 0.0], [0.2, 0.0, 0.0], [0.3, -0.2, -0.1], [0.3, 0.1, 0.0], [-0.8, 0.6, -0.9], [0.9, -0.3, 0.1], [-0.7, -0.2, 0.4], [-0.9, -0.6, 0.3], [0.4, 0.0, 0.1], [0.5, 0.6, -0.4], [0.0, -0.1, -0.3], [0.3, -0.5, 0.5], [-2.0, -1.3, -1.2], [0.9, 0.3, 0.0], [1.1, 0.6, 0.6], [0.6, 0.0, 1.1], [-0.4, -0.1, -0.2], [0.0, -0.1, 0.4], [-0.3, 0.3, 0.0], [0.2, 0.2, -0.8], [-2.5, -0.4, -0.4], [0.9, 0.2, -0.4], [0.9, 0.1, -0.2], [0.1, -0.8, 2.1], [-0.4, -0.1, -0.2], [0.0, 0.0, 0.0], [0.8, 0.7, -0.8], [0.4, 0.4, -0.6], [0.9, -0.6, 2.0], [-0.4, 0.3, 0.0], [-0.1, 0.0, -1.1], [-0.5, -0.2, -1.6], [0.0, -0.1, 0.2], [0.1, 0.0, 0.1], [-0.1, -0.2, 0.3], [0.4, 0.2, 0.1], [1.7, 1.2, -0.7], [-1.1, -0.1, 0.2], [0.3, -1.8, 0.4], [-0.4, -0.6, 0.2], [-0.6, 0.1, 0.2], [0.2, 0.6, 0.2], [0.2, 0.5, -0.4], [-0.1, 0.4, 0.2], [-0.6, -0.3, -0.6], [0.3, -0.7, 0.6], [0.2, 0.7, -0.6], [0.0, 1.3, 0.4], [-0.1, -0.4, -0.2], [0.3, 0.0, -0.1], [-0.3, -0.5, 0.2], [0.1, -0.1, 0.2], [-2.9, 0.1, 0.3], [0.8, 0.9, -0.1], [1.2, -1.3, 0.0], [0.7, -0.6, -0.8], [-0.3, 0.1, 0.4], [0.2, 0.6, 0.4], [0.3, 0.1, -0.2], [-0.2, 0.1, 0.0]]}

=====

(2)
{"formula": "C45H54BaN7O4S3", "method": "wB97M-V/def2-TZVPD", "max_force_ev_per_a": 1.836, "charge": -1, "lumo_energy_ev": 1.74, "gap_ev": 5.9, "elements": ["Ba", "N", "C", "C", "O", "O", "H", "H", "H", "H", "S", "C", "N", "N", "C", "C", "C", "C", "C", "C", "N", "N", "C", "C", "C", "C", "C", "C", "H", "H", "H", "H", "H", "H", "H", "H", "H", "H", "H", "O", "S", "C", "C", "C", "C", "S", "O", "C", "C", "C", "C", "C", "C", "C", "C", "C", "C", "C", "C", "H", "H", "H", "H", "H", "H", "H", "H", "H", "H", "H", "H", "H", "H", "H", "H", "H", "H", "C", "N", "C", "C", "C", "N", "C", "C", "H", "H", "H", "H", "H", "H", "H", "H", "H", "H", "H", "H", "H", "H", "H", "H", "C", "C", "C", "C", "C", "C", "C", "C", "H", "H", "H", "H", "H"], "xyz": [[-0.035990, -0.021532, 0.097559], [0.339185, 1.816283, 2.347074], [-0.805222, 2.727105, 2.270227], [-1.132752, 3.086905, 0.806145], [-1.618381, 4.191450, 0.548095], [-0.843072, 2.180147, -0.040710], [0.516639, 1.524933, 3.299932], [1.185052, 2.269035, 2.014575], [-0.689747, 3.672169, 2.811293], [-1.680172, 2.199592, 2.659928], [-2.921953, -0.269261, 1.545841], [-2.897756, -1.330305, 2.886011], [-3.806663, -1.301977, 3.810828], [-3.556863, -2.114594, 4.908125], [-2.436162, -2.002127, 5.692698], [-2.302573, -2.837241, 6.813028], [-1.204133, -2.731343, 7.643040], [-0.203735, -1.800103, 7.389218], [-0.336710, -0.968348, 6.286548], [-1.433659, -1.054003, 5.445980], [-1.889272, -2.345154, 3.076967], [-0.931039, -2.357854, 2.298247], [-0.036260, -3.433523, 2.604305], [-0.495614, -4.650286, 3.107858], [0.418726, -5.646488, 3.401866], [1.779380, -5.426016, 3.215620], [2.223476, -4.211183, 2.718242], [1.314249, -3.213577, 2.391517], [-4.402936, -2.402188, 5.365346], [-3.064435, -3.583609, 7.008396], [-1.122467, -3.396261, 8.495161], [0.663948, -1.729986, 8.031844], [0.430300, -0.233638, 6.070945], [-1.520713, -0.392350, 4.594447], [-1.556004, -4.790159, 3.264288], [0.072798, -6.598559, 3.785892], [2.489367, -6.208262, 3.455841], [3.281139, -4.032438, 2.564184], [1.660225, -2.268255, 1.991323], [-0.722621, 0.359271, -3.166659], [-1.226135, 0.329321, -4.558036], [0.096150, 0.877615, -5.694447], [0.579202, 2.318134, -5.606989], [1.166957, 2.720984, -4.256738], [2.524977, 2.091450, -3.989538], [2.883138, 1.985205, -2.208263], [1.733065, 1.213270, -1.685820], [2.616766, 3.718122, -1.823393], [3.653703, 4.619216, -2.027386], [3.446011, 5.959355, -1.740659], [2.217519, 6.379025, -1.242761], [1.194383, 5.466355, -1.032678], [1.390638, 4.121860, -1.326879], [-2.277197, 1.787266, -4.659593], [-2.981431, 2.084246, -5.817645], [-3.782647, 3.214412, -5.847629], [-3.882284, 4.025146, -4.722256], [-3.187958, 3.705429, -3.564616], [-2.380109, 2.577046, -3.524766], [-0.302691, 0.661175, -6.690110], [0.890941, 0.150704, -5.509806], [-0.254492, 2.979114, -5.854444], [1.325692, 2.464444, -6.397013], [0.486475, 2.425011, -3.455727], [1.262042, 3.807468, -4.214813], [3.349360, 2.615526, -4.480214], [2.561135, 1.042735, -4.297283], [4.615584, 4.275559, -2.392426], [4.245342, 6.673911, -1.892509], [2.062973, 7.425431, -1.010237], [0.233486, 5.767145, -0.634382], [0.597601, 3.399792, -1.173695], [-2.909794, 1.440063, -6.687365], [-4.335748, 3.460031, -6.745360], [-4.513394, 4.904358, -4.747449], [-3.267482, 4.323621, -2.679670], [-1.838397, 2.312104, -2.622231], [-2.422647, -3.381026, -0.338376], [-1.912878, -2.478407, -1.357809], [-3.025843, -1.718028, -1.906200], [-1.222796, -3.186862, -2.421910], [0.067473, -3.853079, -1.983355], [1.071891, -2.920922, -1.512886], [2.162659, -3.645728, -0.880328], [1.588238, -2.073030, -2.574124], [-3.109460, -4.130574, -0.774044], [-2.957360, -2.794127, 0.406365], [-1.612040, -3.905842, 0.162371], [-3.768492, -2.377364, -2.391851], [-2.656921, -1.003063, -2.639677], [-3.518107, -1.172996, -1.100895], [-1.023928, -2.474697, -3.225414], [-1.876154, -3.972611, -2.854041], [0.455526, -4.453523, -2.830791], [-0.141132, -4.561626, -1.181551], [2.688138, -4.297699, -1.602855], [1.773951, -4.270952, -0.076479], [2.870266, -2.935441, -0.452540], [1.921367, -2.671221, -3.445060], [2.438915, -1.509964, -2.187166], [0.839417, -1.351559, -2.903534], [2.537241, -0.530695, 0.841549], [3.724642, -0.738659, 1.075558], [5.102974, -0.987454, 1.356711], [6.100363, -0.673867, 0.421963], [7.434553, -0.929595, 0.689540], [7.813034, -1.505921, 1.895543], [6.837380, -1.820666, 2.831302], [5.501739, -1.565332, 2.568402], [5.802475, -0.224777, -0.517069], [8.185210, -0.677048, -0.050303], [8.856663, -1.706417, 2.103719], [7.118279, -2.268911, 3.777095], [4.742712, -1.808048, 3.301782]], "forces_ev_per_angstrom": [[-0.2, -1.8, -0.4], [0.0, 0.1, -0.1], [-0.2, 0.3, -0.2], [0.0, 0.3, 0.2], [0.1, -0.1, 0.1], [-0.5, 1.2, -0.4], [0.0, -0.1, 0.0], [0.0, 0.0, 0.0], [0.1, -0.1, 0.1], [0.0, 0.0, 0.0], [0.0, 0.1, -0.1], [-0.2, 0.1, -0.1], [0.0, 0.1, -0.2], [-0.1, -0.4, -0.1], [0.1, 0.2, 0.6], [-0.1, 0.1, -0.1], [0.1, 0.0, 0.1], [0.0, 0.0, 0.1], [0.0, 0.0, 0.0], [0.0, 0.0, 0.1], [0.0, -0.3, -0.5], [0.0, 0.4, 0.3], [0.0, -0.2, 0.0], [0.1, 0.0, 0.0], [-0.1, 0.0, 0.0], [0.1, 0.0, 0.0], [0.0, 0.0, 0.0], [0.0, -0.1, 0.1], [0.0, 0.1, 0.1], [0.0, 0.0, 0.0], [0.0, 0.0, 0.0], [0.0, 0.0, 0.0], [0.0, 0.0, 0.0], [0.1, 0.0, 0.1], [0.0, 0.0, 0.0], [0.0, 0.0, 0.0], [0.0, 0.0, 0.0], [0.0, 0.0, 0.0], [0.0, 0.0, 0.0], [0.4, -0.3, 0.4], [-0.4, 0.4, -0.3], [0.0, -0.1, 0.0], [0.0, 0.0, 0.0], [0.0, 0.0, 0.0], [0.0, 0.0, 0.0], [0.3, 0.0, -0.2], [-0.2, 0.1, 0.2], [0.0, -0.1, 0.0], [0.0, 0.0, 0.0], [0.0, 0.0, 0.0], [0.0, 0.1, 0.0], [-0.1, -0.1, 0.0], [0.0, 0.0, 0.0], [0.0, -0.1, 0.0], [0.0, 0.0, 0.0], [0.0, 0.0, 0.0], [0.0, 0.0, 0.0], [0.0, 0.0, 0.0], [0.1, -0.1, 0.0], [0.0, 0.0, 0.0], [0.0, 0.0, 0.0], [0.0, 0.0, 0.1], [0.0, 0.0, 0.0], [0.0, 0.0, 0.0], [0.0, 0.0, 0.0], [0.0, 0.0, 0.0], [0.0, 0.0, 0.0], [0.0, 0.0, 0.0], [0.0, 0.0, 0.0], [0.0, 0.0, 0.0], [0.0, 0.0, 0.0], [0.0, -0.1, 0.1], [0.0, 0.0, 0.0], [0.0, 0.0, 0.0], [0.0, 0.0, 0.0], [0.0, 0.0, 0.0], [0.0, 0.0, 0.0], [0.0, -0.1, 0.0], [0.0, 0.2, 0.0], [-0.1, 0.0, 0.0], [-0.1, -0.1, 0.0], [0.0, 0.1, -0.1], [0.1, 0.0, 0.2], [0.0, 0.0, 0.0], [0.0, 0.0, 0.0], [0.0, 0.0, 0.0], [0.0, 0.0, 0.0], [0.0, 0.0, 0.0], [0.0, 0.0, 0.0], [0.0, 0.0, 0.0], [0.0, 0.0, 0.0], [0.0, 0.0, 0.0], [0.0, 0.1, 0.0], [0.0, 0.0, 0.0], [0.0, 0.0, 0.1], [0.0, 0.0, 0.0], [0.0, 0.0, 0.0], [0.0, 0.0, 0.0], [0.0, 0.0, 0.0], [0.0, 0.0, 0.0], [0.0, -0.1, 0.0], [0.5, 0.0, 0.2], [0.1, 0.1, 0.0], [0.1, 0.0, -0.1], [0.0, 0.0, 0.0], [0.0, 0.0, 0.0], [0.0, 0.0, 0.0], [0.0, 0.0, 0.0], [0.0, 0.0, 0.0], [0.0, 0.0, 0.0], [0.0, 0.0, 0.0], [0.0, 0.0, 0.0], [0.0, 0.0, 0.0], [0.0, 0.0, 0.0]]}

=====

no.,calculated total energy (eV)
1,-75145.417
2,-99361.550